{"formula": "C60H71MoNO2S5Si5Te", "method": "ωB97M-V/def2-TZVPD", "symbols": ["Mo", "S", "C", "C", "C", "C", "C", "C", "S", "C", "C", "C", "C", "C", "C", "C", "S", "C", "C", "C", "C", "C", "C", "S", "N", "H", "H", "H", "H", "H", "H", "H", "H", "H", "H", "H", "H", "H", "H", "H", "O", "S", "C", "C", "C", "C", "C", "C", "C", "C", "C", "C", "C", "C", "C", "C", "H", "H", "H", "H", "H", "H", "H", "H", "H", "H", "H", "H", "H", "H", "O", "Si", "C", "C", "C", "C", "C", "C", "C", "C", "C", "C", "C", "C", "C", "C", "C", "C", "C", "C", "H", "H", "H", "H", "H", "H", "H", "H", "H", "H", "H", "H", "H", "H", "H", "C", "Si", "C", "C", "Si", "Te", "Si", "C", "C", "C", "Si", "C", "C", "C", "H", "H", "H", "H", "H", "H", "H", "H", "H", "H", "H", "H", "H", "H", "H", "H", "H", "H", "H", "H", "H", "H", "H", "H", "H", "H", "H"], "xyz": [[-0.47770, -1.11059, 0.11382], [-0.59981, -3.01552, -1.46736], [-1.54258, -2.60607, -2.88297], [-1.86071, -3.59051, -3.82971], [-2.62659, -3.28831, -4.94166], [-3.10254, -1.99527, -5.15290], [-2.78820, -1.00547, -4.23915], [-2.01643, -1.31987, -3.12108], [-1.65826, -0.05569, -1.92866], [-3.30951, -0.01797, -1.13963], [-3.19100, 0.40623, 0.28620], [-4.25816, 0.96489, 0.95781], [-4.13601, 1.23851, 2.31107], [-2.94772, 0.94051, 2.94489], [-1.90432, 0.40757, 2.20692], [-0.55747, 0.04629, 2.74789], [1.22375, -2.26337, 4.44229], [2.48984, -2.24695, 3.24232], [3.82493, -1.99971, 3.64507], [4.89329, -2.07313, 2.76985], [4.69489, -2.40918, 1.43123], [3.40274, -2.62894, 0.99302], [2.30810, -2.52781, 1.86031], [0.71189, -2.92088, 1.19193], [-2.01831, 0.16404, 0.88750], [-1.49928, -4.59957, -3.66140], [-2.86132, -4.06816, -5.65719], [-3.70688, -1.76460, -6.02104], [-3.13962, 0.01320, -4.38433], [-3.68702, -1.03924, -1.18595], [-3.96970, 0.63984, -1.70016], [-5.17820, 1.16249, 0.42113], [-4.96227, 1.67249, 2.86176], [-2.81049, 1.11016, 4.00634], [-0.59719, -0.88360, 3.32696], [-0.20873, 0.80904, 3.45787], [3.99520, -1.76886, 4.68944], [5.90084, -1.88958, 3.13551], [5.53106, -2.50047, 0.74518], [3.21469, -2.91315, -0.03551], [-2.33456, -2.30809, 1.08531], [-2.23317, -3.72382, 1.66087], [-2.14309, -3.48528, 3.44620], [-2.55397, -4.70155, 4.22879], [-2.06527, -5.96465, 3.88776], [-2.40803, -7.07907, 4.64004], [-3.23606, -6.94651, 5.74781], [-3.72286, -5.69374, 6.09576], [-3.38763, -4.57913, 5.33574], [-3.98894, -4.35084, 1.51848], [-4.71190, -3.66430, 0.39153], [-5.55741, -2.58805, 0.65120], [-6.19895, -1.92224, -0.38673], [-5.98359, -2.31354, -1.70379], [-5.11837, -3.36777, -1.97481], [-4.49053, -4.03898, -0.93280], [-2.76806, -2.60934, 3.64134], [-1.08250, -3.23964, 3.64631], [-1.39614, -6.06742, 3.03630], [-2.01530, -8.05267, 4.36945], [-3.49388, -7.81558, 6.34172], [-4.36097, -5.58055, 6.96458], [-3.76760, -3.60023, 5.61258], [-4.48405, -4.19290, 2.47516], [-3.88147, -5.41910, 1.33558], [-5.71889, -2.27433, 1.67871], [-6.86684, -1.09515, -0.16503], [-6.48356, -1.79724, -2.51673], [-4.92932, -3.66429, -3.00088], [-3.80947, -4.85768, -1.15009], [0.31459, -0.08923, 1.67219], [0.50028, 3.39654, 1.99796], [0.67576, 4.12895, 3.69918], [0.17239, 3.53183, 4.85879], [0.33051, 4.13357, 6.10035], [0.98848, 5.35240, 6.20318], [1.49551, 5.96277, 5.06300], [1.34412, 5.35397, 3.82417], [1.79754, 2.54027, 1.28311], [1.90158, 2.31571, -0.19166], [3.17520, 2.95534, -0.86601], [4.92164, 2.93611, 1.06558], [4.16553, 2.03993, 2.01215], [2.84143, 1.94460, 2.16092], [-1.03838, 3.99760, 1.14848], [-1.71346, 5.11040, 1.66413], [-2.85778, 5.60058, 1.04803], [-3.35919, 4.97836, -0.09004], [-2.71604, 3.85903, -0.60069], [-1.56979, 3.37500, 0.01509], [-0.34292, 2.57807, 4.80161], [-0.05751, 3.64951, 6.98807], [1.11376, 5.82112, 7.17135], [2.01146, 6.91244, 5.13814], [1.75377, 5.83669, 2.94036], [1.02224, 2.70218, -0.69638], [2.76623, 3.70225, -1.55724], [5.65092, 2.34603, 0.50059], [4.78820, 1.46899, 2.69812], [2.47849, 1.32722, 2.98378], [-1.33834, 5.59906, 2.55862], [-3.35717, 6.47205, 1.45378], [-4.24840, 5.36473, -0.57538], [-3.10990, 3.35899, -1.48144], [-1.08434, 2.49174, -0.38086], [-0.21919, 1.26915, -5.30600], [1.18128, 2.12418, -4.40484], [0.48569, 3.62846, -3.54835], [2.42201, 2.71180, -5.68457], [2.41135, 0.65126, -3.04739], [1.83074, 0.07760, -0.63543], [3.16932, -1.23254, -4.20210], [3.93530, -2.56008, -3.13535], [4.47993, -0.64000, -5.40921], [1.73769, -1.98024, -5.15200], [4.17034, 1.81572, -2.02767], [5.27581, 2.91621, -3.06965], [5.25672, 0.54501, -1.16333], [4.06016, 3.75968, 0.11045], [-0.86518, 1.99803, -5.81303], [-0.83259, 0.69516, -4.61133], [0.16352, 0.56967, -6.05984], [0.02487, 4.29206, -4.28936], [1.26112, 4.19909, -3.02417], [-0.27924, 3.35731, -2.82090], [1.97133, 3.45757, -6.35208], [2.77413, 1.87361, -6.30091], [3.30207, 3.16434, -5.20948], [4.90480, -2.24707, -2.73483], [4.09161, -3.46289, -3.73398], [3.29100, -2.82492, -2.28927], [5.26747, -0.08098, -4.88755], [4.05409, 0.02191, -6.17492], [4.94790, -1.49027, -5.91956], [0.88256, -2.16814, -4.48836], [2.02485, -2.93447, -5.60942], [1.40049, -1.30888, -5.95184], [5.78226, 2.33503, -3.85245], [6.04885, 3.37780, -2.44205], [4.71175, 3.72021, -3.56083], [5.18731, -0.41306, -1.69349], [4.91949, 0.35490, -0.14040], [6.30825, 0.85053, -1.14209], [4.72251, 4.38945, -0.49254], [5.51303, 3.62611, 1.67766], [3.42538, 4.42781, 0.69348]], "forces_ev_per_angstrom": [[0.150, -1.070, 0.931], [0.289, -0.178, -0.298], [-0.058, 0.075, 0.096], [-0.030, -0.057, -0.035], [0.051, -0.052, 0.052], [-0.032, 0.040, 0.025], [0.010, 0.043, 0.067], [-0.010, 0.079, -0.207], [-0.275, -0.049, 0.264], [0.153, 0.051, -0.024], [0.027, 0.005, -0.148], [-0.164, 0.074, -0.084], [-0.052, -0.023, -0.004], [0.044, -0.003, 0.145], [0.343, 0.112, -0.167], [0.041, 0.197, -0.246], [0.019, -0.014, -0.139], [-0.098, -0.044, -0.152], [-0.013, -0.020, -0.181], [-0.012, 0.027, 0.089], [0.022, 0.061, -0.055], [-0.180, -0.026, 0.137], [0.088, 0.260, 0.300], [-0.013, -0.009, -0.336], [-0.854, 0.569, 0.559], [-0.021, 0.062, -0.055], [0.025, 0.018, 0.035], [0.036, -0.004, 0.025], [0.057, -0.112, -0.003], [-0.034, -0.055, 0.027], [-0.075, -0.015, -0.028], [0.069, 0.021, 0.035], [0.034, -0.012, -0.034], [0.013, 0.034, -0.064], [-0.026, -0.202, 0.136], [0.094, 0.030, -0.065], [-0.024, -0.010, -0.013], [-0.106, -0.013, -0.007], [-0.062, 0.009, 0.057], [0.007, 0.023, -0.018], [0.329, 0.100, 0.200], [-0.410, -0.029, -0.470], [0.187, -0.006, 0.046], [0.030, -0.089, -0.052], [0.050, 0.079, -0.019], [-0.005, 0.021, -0.029], [-0.010, 0.040, 0.005], [0.021, 0.006, -0.042], [-0.061, -0.014, -0.010], [0.200, 0.280, -0.159], [0.219, 0.100, 0.026], [-0.039, -0.014, 0.028], [0.001, -0.038, -0.008], [0.000, 0.004, 0.063], [0.001, -0.012, 0.006], [0.030, -0.024, -0.006], [-0.002, -0.056, 0.106], [-0.088, 0.133, -0.105], [-0.025, -0.012, 0.123], [-0.023, 0.065, 0.006], [0.011, 0.049, -0.032], [0.026, -0.004, -0.050], [0.035, -0.065, -0.010], [-0.007, -0.008, -0.001], [-0.052, -0.015, 0.076], [0.015, -0.014, -0.082], [0.045, -0.088, -0.021], [0.042, -0.036, 0.058], [0.005, 0.016, 0.076], [-0.044, 0.078, 0.007], [-0.326, -0.124, -0.088], [-0.151, 0.269, 0.131], [0.040, -0.076, 0.150], [-0.031, 0.016, -0.014], [0.009, 0.041, -0.025], [0.003, -0.049, -0.077], [-0.027, -0.016, -0.004], [-0.014, -0.034, -0.003], [0.146, -0.288, -0.300], [0.215, 0.089, 0.321], [-0.158, -0.249, 0.375], [-0.186, -0.111, -0.013], [0.015, 0.169, -0.007], [0.131, 0.000, -0.024], [-0.042, 0.005, -0.047], [-0.021, 0.034, -0.012], [0.000, -0.050, -0.039], [0.033, 0.042, 0.071], [0.018, -0.083, -0.027], [-0.023, 0.021, -0.039], [0.037, 0.046, 0.004], [0.016, 0.002, -0.024], [-0.008, -0.004, -0.020], [-0.003, -0.035, 0.000], [-0.017, -0.036, 0.082], [-0.087, -0.057, -0.114], [0.008, -0.036, -0.069], [-0.012, 0.066, 0.104], [-0.087, 0.024, -0.012], [0.057, -0.013, -0.158], [-0.026, -0.020, -0.075], [0.008, -0.029, -0.002], [0.041, -0.022, 0.036], [0.053, 0.045, 0.057], [0.034, -0.047, -0.071], [-0.062, -0.122, -0.161], [-0.079, -0.085, -0.234], [0.091, 0.216, 0.255], [0.292, -0.027, -0.096], [0.129, 0.096, 0.166], [0.475, 0.477, -0.397], [-0.001, -0.224, -0.243], [-0.004, 0.020, 0.378], [0.080, 0.215, -0.153], [-0.258, 0.009, -0.071], [0.039, 0.082, 0.038], [0.011, 0.119, -0.303], [-0.020, -0.239, 0.018], [-0.005, -0.194, -0.096], [0.117, -0.081, 0.065], [-0.016, 0.019, -0.063], [-0.098, 0.129, 0.130], [0.049, -0.085, 0.049], [-0.136, -0.045, -0.077], [-0.082, 0.003, 0.090], [0.040, -0.114, 0.103], [-0.067, 0.197, 0.092], [-0.167, -0.064, -0.145], [-0.105, -0.090, -0.032], [-0.013, 0.068, 0.000], [0.071, 0.000, -0.113], [-0.087, -0.109, -0.096], [0.118, -0.133, 0.131], [-0.060, 0.091, 0.057], [0.125, -0.001, -0.111], [-0.011, 0.110, 0.050], [0.038, -0.135, 0.124], [-0.075, 0.127, 0.150], [-0.109, -0.077, -0.078], [0.144, -0.123, 0.110], [0.085, 0.153, 0.090], [0.079, -0.039, -0.082], [-0.100, -0.005, -0.001], [-0.025, 0.030, 0.037], [0.041, -0.013, -0.008], [-0.006, 0.086, 0.011]], "gap_ev": [5.3, 4.7], "s_squared": 2.025, "lumo_energy_ev": [-0.1258, -0.7281], "spin_multiplicity": 3, "total_charge": 0}

***

{"formula": "C21H62O10", "method": "ωB97M-V/def2-TZVPD", "symbols": ["C", "C", "C", "O", "H", "H", "H", "H", "H", "H", "H", "H", "C", "C", "O", "H", "H", "H", "H", "H", "H", "C", "C", "O", "H", "H", "H", "H", "H", "H", "C", "C", "O", "H", "H", "H", "H", "H", "H", "C", "C", "O", "H", "H", "H", "H", "H", "H", "C", "C", "O", "H", "H", "H", "H", "H", "H", "C", "C", "O", "H", "H", "H", "H", "H", "H", "C", "C", "O", "H", "H", "H", "H", "H", "H", "C", "C", "O", "H", "H", "H", "H", "H", "H", "C", "C", "O", "H", "H", "H", "H", "H", "H"], "xyz": [[-15.04103, -3.56476, -12.52194], [-15.18590, -3.24165, -14.04720], [-14.48167, -4.18280, -15.03237], [-16.61910, -3.33346, -14.19145], [-14.05263, -3.35828, -12.11142], [-15.32966, -4.55589, -12.17200], [-15.71793, -3.06878, -11.82630], [-14.89019, -2.20626, -14.21636], [-14.94662, -5.16698, -14.97508], [-13.47452, -4.36863, -14.65924], [-14.55614, -3.82093, -16.05785], [-17.11132, -2.65887, -13.71789], [-16.39578, -7.97351, -14.45465], [-17.14608, -9.26680, -14.63695], [-16.78582, -9.73186, -15.88536], [-16.65950, -7.58190, -13.47222], [-16.80414, -7.29801, -15.20635], [-15.31623, -8.12222, -14.47784], [-18.23195, -9.17461, -14.65887], [-16.86197, -9.93204, -13.82157], [-17.41273, -9.28212, -16.45661], [-15.90583, -3.95174, -7.95628], [-16.69654, -2.95475, -8.88175], [-17.73113, -2.31729, -8.22943], [-15.05342, -4.33074, -8.52008], [-16.43159, -4.90074, -7.85112], [-15.58599, -3.51765, -7.00898], [-17.04002, -3.41244, -9.80946], [-15.99256, -2.23077, -9.29207], [-18.19411, -1.78094, -8.87719], [-11.59219, -3.65721, -10.20932], [-10.30998, -3.05058, -10.85785], [-9.74608, -2.23738, -9.79395], [-12.19038, -2.97612, -9.60403], [-11.33230, -4.46836, -9.52918], [-12.11491, -4.29076, -10.92590], [-10.63880, -2.47046, -11.72007], [-9.52727, -3.73701, -11.18079], [-10.44218, -1.58676, -9.67676], [-17.76265, 1.25211, -12.78564], [-16.92237, 0.07727, -12.25815], [-17.60725, -1.17193, -12.31098], [-18.66800, 1.50959, -12.23595], [-18.00408, 1.04374, -13.82794], [-17.17595, 2.17033, -12.75841], [-16.48562, 0.31915, -11.28921], [-16.25802, -0.09248, -13.10546], [-18.25999, -1.19720, -11.60749], [-17.07631, -1.99258, -18.68383], [-17.92533, -2.46035, -17.55826], [-17.32716, -3.63566, -17.07487], [-16.11260, -1.70829, -18.26126], [-17.39427, -1.02739, -19.07806], [-16.95784, -2.79430, -19.41273], [-18.87531, -2.58880, -18.07706], [-18.01262, -1.71682, -16.76602], [-16.92373, -3.32143, -16.26240], [-13.50889, -7.22321, -12.52354], [-13.15276, -8.75492, -12.58187], [-13.19585, -9.18086, -11.18529], [-12.84508, -6.62803, -11.89647], [-14.56350, -7.07083, -12.29405], [-13.53416, -6.80307, -13.52900], [-12.13534, -8.97356, -12.90610], [-13.87334, -9.23817, -13.24166], [-13.20509, -10.14021, -11.15125], [-19.03113, -6.15071, -12.46766], [-19.89406, -5.07040, -13.08185], [-20.85031, -5.58705, -13.97063], [-19.61566, -6.52017, -11.62510], [-18.04865, -5.75645, -12.20807], [-18.88751, -6.97023, -13.17184], [-19.20230, -4.39794, -13.58917], [-20.42674, -4.57685, -12.26897], [-21.63232, -5.03053, -13.98920], [-13.23410, -6.23940, -17.39063], [-14.66806, -6.52715, -17.31143], [-15.08612, -7.14421, -18.51956], [-12.73410, -7.06827, -17.89172], [-12.68392, -6.26858, -16.45013], [-12.98739, -5.35342, -17.97567], [-15.26035, -5.61449, -17.24546], [-14.97341, -7.16328, -16.48065], [-15.91364, -7.62189, -18.42657], [-9.95199, -6.67552, -13.65837], [-10.11136, -5.45409, -14.48186], [-8.95308, -5.23415, -15.16033], [-9.88927, -7.53279, -14.32865], [-10.82182, -6.78935, -13.01143], [-9.06071, -6.61197, -13.03413], [-10.43300, -4.66955, -13.79691], [-10.98337, -5.44191, -15.13574], [-9.10764, -4.42948, -15.66055]], "forces_ev_per_angstrom": [[0.957, -0.135, 0.490], [-1.408, -0.248, 2.324], [-0.733, -0.046, 1.254], [-0.141, -0.599, -2.014], [0.279, -0.102, -0.162], [0.419, -0.763, -1.011], [-0.225, 1.173, -0.735], [0.252, 0.098, -0.052], [-0.304, 0.022, -0.065], [0.286, 0.410, -0.434], [0.347, 0.011, 0.124], [0.379, 0.403, 0.440], [-1.229, 0.374, 1.074], [0.331, 0.563, 1.005], [0.159, -1.288, -1.577], [0.149, 0.365, 0.091], [0.586, 0.398, -0.003], [-0.193, 0.035, -0.391], [-0.128, 0.382, 0.726], [-0.041, -0.540, -0.305], [0.230, -0.279, -0.556], [-0.779, 0.025, -1.564], [1.999, -0.921, -0.331], [-0.982, 0.395, 0.827], [0.461, 0.568, -0.026], [-0.577, 0.299, 0.638], [-0.180, -0.045, -0.139], [-0.249, -0.811, 0.093], [0.449, 0.414, 0.320], [-0.127, 0.067, 0.158], [1.284, -2.033, -0.605], [-1.192, 0.282, 1.831], [0.027, 0.015, -1.265], [-0.125, 0.258, -0.651], [0.557, 0.259, 0.513], [-0.776, 0.714, -0.389], [0.339, 0.360, -0.099], [-0.342, -0.253, 0.191], [0.224, 0.363, 0.455], [0.041, 0.046, 0.144], [-0.797, 0.492, -1.724], [-0.363, -0.072, 0.721], [-0.124, -0.422, 0.137], [-0.237, 0.103, 0.062], [0.271, -0.043, -0.085], [0.310, -0.395, -0.096], [1.111, 0.328, 0.757], [-0.231, -0.101, -0.018], [1.371, 1.459, 0.197], [-0.209, 0.277, -1.193], [-0.503, -0.225, 0.430], [0.512, -0.427, -0.172], [-0.523, -0.237, -0.578], [-0.025, 0.332, -0.139], [-0.635, -0.706, 0.918], [-0.223, 0.103, 0.004], [0.166, -0.717, 0.689], [-0.052, -1.033, -1.098], [-0.010, 1.600, 1.663], [-0.496, 0.040, -0.877], [-0.140, -0.213, 0.092], [0.088, -0.294, 0.846], [0.696, 0.027, -0.308], [-0.041, 0.357, -0.488], [-0.061, -0.342, 0.249], [0.043, -0.108, -0.029], [-0.805, -0.402, -0.154], [0.544, 0.500, 0.195], [-0.273, -0.706, -0.468], [0.615, -0.381, 0.275], [-0.146, -0.032, 0.319], [-0.006, 0.036, -0.062], [-0.282, 0.472, -0.200], [0.218, 0.479, 0.051], [0.136, 0.070, 0.033], [2.037, -0.612, -0.293], [-2.227, 0.047, -0.010], [0.371, -0.473, -0.950], [-0.159, -0.160, -0.398], [-0.402, 0.614, 0.335], [-0.084, 0.119, 0.211], [0.050, 0.216, 0.364], [0.450, -0.002, 0.154], [0.022, 0.169, 0.295], [-0.501, -0.870, 0.018], [-1.992, 0.277, 1.266], [1.308, 0.953, -1.019], [0.164, -0.251, 0.241], [0.038, -0.174, 0.026], [0.022, 0.001, -0.104], [0.650, 0.798, 0.373], [-0.163, -0.790, -0.477], [0.493, 0.083, -0.305]], "gap_ev": 9.7, "lumo_energy_ev": -0.0352, "spin_multiplicity": 1, "total_charge": 0}

***

DFT total energy (hartree)
-6308.88463, -1589.49027